27
Properties=species:S:1:pos:R:3:forces:R:3:mulliken_spin:R:1 method="wB97M-V/def2-TZVPD" total_charge=0 s2=2.19 e_lumo_ev="-0.3468 / -1.1872" total_energy_ev=-22972.2892 gap_ev="6.324 / 6.050" spin_multiplicity=3
C -2.9740 -1.0127 1.0586 -2.0 -0.8 0.5 -0.0995
C -3.3542 0.2946 0.8194 -1.1 0.4 -0.4 0.2186
C -1.9474 -1.6065 0.4231 1.0 1.1 -0.3 0.2515
C -2.6350 1.0405 -0.1259 -1.5 -0.3 1.2 -0.1168
C -1.1284 -0.8059 -0.4254 0.9 -1.3 -0.6 0.0415
C -1.5146 0.4999 -0.7209 0.2 0.9 -0.8 0.1644
C 1.1113 -2.0902 -1.0403 1.3 2.7 1.7 -0.1738
C 2.3004 -1.6221 -0.3592 -3.3 1.8 -1.1 0.6154
C 0.0172 -1.3534 -1.0145 -1.9 -0.2 1.0 0.7639
C 1.2264 1.1909 0.5292 1.8 -0.4 -0.6 0.2649
C -0.5877 1.4395 -1.4061 0.8 0.6 1.1 0.0491
C 0.3127 2.0326 -0.1466 -2.1 0.5 -3.1 0.0358
C 3.7167 -0.0318 1.2679 1.4 -1.6 -0.7 0.0128
P 2.3605 0.1163 0.0371 0.8 -1.4 1.8 -0.1310
H -3.6730 -1.6790 1.5822 0.4 0.5 0.3 -0.0020
H -4.3467 0.5969 1.2494 1.3 0.2 -0.5 0.0086
H -1.7650 -2.6168 0.6566 0.6 -1.1 -0.2 0.0089
H -3.0517 2.0230 -0.3282 0.6 0.1 -0.3 -0.0011
H 1.2066 -2.8118 -1.7410 0.4 -2.6 -2.1 0.0393
H 3.2129 -1.9474 -0.6938 2.3 -1.4 -0.2 0.0172
H 0.1646 1.1468 -2.1491 -0.5 -0.8 0.2 -0.0063
H -1.1402 2.2750 -1.8430 0.0 0.0 0.2 0.0003
H -0.4936 2.2866 0.5588 0.6 1.2 -0.2 -0.0027
H 0.8482 2.8179 -0.8028 -0.5 -0.3 2.1 0.0538
H 4.6252 -0.6633 0.9410 -1.6 0.7 0.2 0.0019
H 3.3754 -0.4209 2.2132 -0.3 -0.3 0.2 -0.0123
H 4.1333 0.9014 1.4602 0.5 1.9 0.3 -0.0022


39
Properties=species:S:1:pos:R:3:forces:R:3:mulliken_spin:R:1 method="wB97M-V/def2-TZVPD" total_charge=+2 s2=0.76 e_lumo_ev="-5.8475 / -10.1156" total_energy_ev=-55900.1362 gap_ev="9.338 / 5.066" spin_multiplicity=2
Cd 0.0314 2.0951 -1.1186 -0.1 -0.1 0.0 -0.0002
C 3.2631 -0.9259 -1.3725 0.0 0.0 0.0 0.0002
C 2.7373 0.2937 -1.7942 0.0 0.0 0.1 0.0009
N 1.5582 0.5096 -1.2271 -0.1 0.0 0.0 0.0017
N 1.2822 -0.5605 -0.4338 0.0 0.1 -0.1 0.0069
C 2.3147 -1.4303 -0.5178 0.0 0.0 0.0 -0.0007
B -0.0326 -0.6730 0.3873 0.0 0.0 0.1 -0.0130
N -0.0765 0.4071 1.5051 0.0 0.0 0.0 -0.0013
C -0.1419 0.3985 2.8547 0.0 0.0 0.0 -0.0006
C -0.1757 1.6897 3.3203 0.0 0.0 0.0 0.0000
C -0.1366 2.4718 2.1687 -0.1 0.0 0.0 0.0000
N -0.0880 1.7059 1.0876 0.2 -0.1 0.0 -0.0001
N -1.3153 -0.5525 -0.4683 0.0 0.0 -0.1 0.0052
C -2.4010 -1.3552 -0.5223 0.0 0.0 0.1 -0.0015
C -3.3077 -0.8277 -1.4078 0.0 0.0 0.0 -0.0002
C -2.7019 0.3388 -1.8704 -0.1 0.1 0.1 0.0002
N -1.5168 0.5075 -1.2991 0.1 -0.1 0.0 0.0011
N -0.0013 -2.1632 0.9276 0.0 0.0 0.0 0.1670
C 0.2121 -2.7366 2.0704 0.1 -0.2 -0.1 0.1864
C 0.2195 -4.1744 1.8639 0.0 0.3 0.1 0.3707
C -0.0094 -4.3126 0.4763 0.0 -0.1 -0.3 0.0604
N -0.1219 -3.1557 -0.1087 0.0 0.0 0.2 0.2267
H 4.2010 -1.3725 -1.6487 0.0 0.0 0.0 -0.0001
H 3.1615 1.0231 -2.4652 0.0 0.0 0.0 -0.0001
H 2.3318 -2.3518 0.0360 0.0 0.0 0.0 0.0034
H -0.1927 -0.5007 3.4382 0.0 0.0 0.0 -0.0008
H -0.2357 2.0141 4.3433 0.0 0.0 0.0 0.0000
H -0.1600 3.5457 2.0746 0.0 0.0 0.0 0.0000
H -2.4825 -2.2451 0.0750 0.0 -0.1 0.0 -0.0030
H -4.2697 -1.2253 -1.6755 0.0 0.0 0.0 -0.0001
H -3.0814 1.0682 -2.5678 0.0 0.0 0.0 0.0001
H 0.3860 -2.2126 2.9931 0.0 0.0 0.0 -0.0001
H 0.3791 -4.9336 2.6129 0.0 0.0 0.0 -0.0164
H -0.0807 -5.2196 -0.1040 0.0 0.0 0.0 0.0072
Cl -0.9922 3.8103 -2.9070 0.0 0.1 0.0 0.0000
C 0.0841 5.1359 -2.3832 0.0 0.0 0.0 0.0000
Cl 1.2449 4.5168 -1.1800 0.0 0.1 0.0 0.0000
H -0.5210 5.9050 -1.9173 0.0 0.0 0.0 0.0000
H 0.6358 5.4918 -3.2458 0.0 0.0 0.0 0.0000


37
Properties=species:S:1:pos:R:3:forces:R:3:mulliken_charge:R:1 method="wB97M-V/def2-TZVPD" total_charge=+4 e_lumo_ev="-15.5338 / -15.7270" total_energy_ev=-71437.8114 gap_ev="6.464 / 3.577"
La -1.5956 -0.5200 -6.6373 -5.6 -4.4 3.6 1.7820
Sc 0.6207 1.2235 -2.4704 -3.1 -0.8 -2.7 0.5960
Cl 0.0301 -2.4749 -5.7753 -1.2 1.7 -0.5 -0.3493
Cl -1.1905 2.6204 -2.7210 0.4 -0.5 -0.2 -0.3610
C 2.0632 2.2105 -1.5367 6.6 4.2 5.3 0.3144
C 0.0711 -0.8510 -8.1834 8.9 -1.8 -4.5 0.1668
C -0.2126 1.3310 -6.8326 8.6 8.5 -2.8 0.1018
O 2.8474 2.7000 -0.8184 -3.5 -2.1 -3.2 -0.0516
O 1.1575 -1.0396 -8.5442 -5.3 1.0 1.3 0.0811
O 0.6409 2.0795 -7.1830 -5.8 -4.8 2.5 0.0783
C -2.8496 -0.0126 4.0836 -0.6 -0.6 -0.1 -1.1990
C -1.4470 0.5221 4.0369 -0.1 1.2 -0.6 -0.1060
N -0.7754 0.3440 2.7551 0.9 0.7 2.1 0.2116
C 0.1653 1.3945 2.3421 -0.9 1.2 -0.2 -0.4832
C 1.6208 1.0339 2.4364 0.6 -0.6 0.2 -1.0709
C -0.5531 -0.9528 2.3554 -0.4 -2.7 -1.4 0.3746
O -0.8654 -1.9249 3.0231 0.6 1.6 -0.6 -0.3955
C 0.0387 -1.1180 0.9703 -0.8 -0.3 0.1 0.0060
C 0.7358 -2.3126 0.7419 -0.2 0.3 -0.4 -0.2498
C 1.3373 -2.4951 -0.5018 -0.2 0.0 -0.4 -0.8525
C 1.1032 -1.5241 -1.4784 -0.7 0.2 0.5 -0.0074
N 0.2207 -0.4698 -1.3220 0.8 -1.5 1.5 -0.0161
C -0.3066 -0.2638 -0.0758 0.4 -0.8 -0.4 -0.4340
H -3.4385 0.4071 3.2692 -0.1 0.1 0.1 0.3492
H -3.2708 0.3002 5.0388 -0.1 -0.1 -0.1 0.3886
H -2.8558 -1.0966 4.0132 -0.2 0.0 0.2 0.4094
H -1.4386 1.5989 4.1906 0.0 -0.1 0.4 0.3943
H -0.8377 0.0299 4.8024 0.3 -0.1 0.1 0.3165
H -0.0653 1.7165 1.3221 -0.1 -0.1 0.1 0.2001
H -0.0761 2.2472 2.9700 0.1 0.0 0.0 0.5286
H 1.8956 0.3051 1.6786 0.2 -0.1 0.1 0.3067
H 2.2378 1.9144 2.2731 -0.2 0.2 0.1 0.4060
H 1.8611 0.6372 3.4222 0.1 0.0 0.0 0.3592
H 0.7073 -3.0837 1.5151 0.4 0.2 -0.1 0.5649
H 1.9102 -3.4059 -0.7384 -0.2 0.6 0.1 0.4783
H 1.5637 -1.6076 -2.4591 0.0 -0.1 0.0 0.3851
H -1.0497 0.5372 0.0376 0.4 -0.3 -0.2 0.7770


35
Properties=species:S:1:pos:R:3:forces:R:3:mulliken_charge:R:1 method="wB97M-V/def2-TZVPD" total_charge=0 e_lumo_ev=-0.0309 total_energy_ev=-49923.1185 smiles="COC(=O)CC/C(=N/Nc1ccc(Cl)c(Cl)c1)C(=O)OC" gap_ev=8.107
C 4.4925 3.4365 0.6982 0.2 0.4 0.0 -0.6729
H 3.9961 4.2806 1.1809 0.1 -0.1 0.0 0.3017
H 5.1756 2.9483 1.3882 0.0 0.0 0.0 0.2273
H 5.0286 3.8019 -0.1798 0.0 0.0 0.1 0.2963
O 3.5382 2.4533 0.3213 0.0 -0.4 0.1 -0.2642
C 2.5817 2.8558 -0.5220 -0.3 0.0 -0.3 0.3589
O 2.5087 3.9760 -0.9533 0.0 0.1 0.0 -0.5982
C 1.6288 1.7403 -0.8883 0.2 0.0 0.2 -0.2209
H 0.6578 2.1891 -1.1042 0.1 0.0 0.0 0.3196
C 1.5015 0.6593 0.1898 0.0 0.0 -0.2 -0.7567
C 0.5198 -0.3978 -0.2239 0.0 0.2 0.3 -0.1556
N -0.6316 -0.3810 0.3553 0.1 0.1 0.1 -0.4736
N -1.5931 -1.2331 0.0831 0.4 -0.7 -0.8 0.2053
C -2.8001 -1.1750 0.7457 -0.7 0.2 0.5 0.5706
C -3.7893 -2.1060 0.4303 0.2 0.2 0.0 -0.6216
C -5.0084 -2.0674 1.0825 0.0 0.2 0.2 0.0854
C -5.2536 -1.1004 2.0547 0.1 -0.1 -0.1 0.1905
C -4.2665 -0.1743 2.3653 -0.1 -0.2 -0.1 -0.6170
C -3.0489 -0.2063 1.7201 0.1 -0.1 -0.1 -0.4456
H -2.2762 0.5071 1.9532 0.0 0.1 0.1 0.4187
H -4.4650 0.5707 3.1191 0.0 0.1 0.1 0.4073
Cl -6.7701 -1.0483 2.8707 -0.1 0.1 0.1 -0.2011
Cl -6.2193 -3.2243 0.6817 0.0 -0.1 -0.1 -0.1949
H -3.6092 -2.8588 -0.3212 0.0 -0.1 -0.1 0.4399
H -1.4491 -1.9589 -0.6222 0.2 0.3 0.2 0.2422
C 0.8998 -1.3768 -1.2536 -0.3 -0.6 -0.3 1.0507
O 0.1675 -2.2599 -1.6689 0.2 0.2 0.1 -0.7417
O 2.1535 -1.2151 -1.6991 -0.2 0.4 0.4 -0.2503
C 2.5891 -2.1402 -2.6831 0.0 -0.4 -0.3 -0.7284
H 1.9570 -2.0757 -3.5715 0.1 0.0 0.1 0.3165
H 3.6142 -1.8695 -2.9217 -0.1 0.0 0.0 0.2436
H 2.5412 -3.1593 -2.2936 0.0 0.1 -0.1 0.3086
H 1.1450 1.1070 1.1170 0.0 -0.1 0.0 0.4941
H 2.4791 0.2092 0.3613 0.0 0.1 0.1 0.2377
H 2.0047 1.2932 -1.8120 0.0 0.1 0.0 0.2277


36
Properties=species:S:1:pos:R:3:forces:R:3:mulliken_charge:R:1 method="wB97M-V/def2-TZVPD" total_charge=0 e_lumo_ev=0.1661 total_energy_ev=-59643.1960 smiles="CC(C)OC(=O)CSc1nnc(-c2ccc(Cl)cc2Cl)n1N" gap_ev=9.222
C 2.0791 2.8823 0.4513 0.3 -0.4 0.1 -1.2742
C 3.3584 2.0666 0.3688 0.3 0.6 -0.2 0.4186
C 3.9307 2.0515 -1.0434 0.0 -0.2 0.3 -1.3489
H 4.1139 3.0695 -1.3740 0.0 0.1 0.0 0.4209
H 3.2209 1.5725 -1.7154 0.0 0.0 0.0 0.2931
H 4.8682 1.5012 -1.0651 0.1 0.0 0.0 0.3850
H 4.1098 2.4340 1.0800 -0.2 -0.1 -0.1 0.3908
O 3.0097 0.7216 0.7618 -0.3 0.0 0.1 -0.2785
C 3.9950 -0.1168 1.0460 0.1 -0.4 0.3 0.5811
O 5.1594 0.1665 1.1327 0.1 0.1 0.0 -0.5773
C 3.4509 -1.5206 1.2219 -0.1 0.2 -0.4 -0.6228
H 4.2144 -2.1796 1.6281 0.0 0.1 0.0 0.4219
H 2.5432 -1.5377 1.8227 0.1 0.0 0.1 0.3333
S 3.0576 -2.1687 -0.4516 0.0 0.1 0.1 -0.2304
C 1.6587 -1.1813 -0.7965 -0.1 -0.7 0.4 0.1738
N 1.5259 -0.2272 -1.6787 1.0 -0.3 -0.2 -0.3119
N 0.2782 0.2198 -1.6190 -1.1 0.4 -0.2 -0.5628
C -0.3778 -0.4723 -0.7152 0.3 -0.4 0.2 0.4497
N 0.4639 -1.3946 -0.1644 0.1 0.5 -0.8 0.5465
N 0.2614 -2.2483 0.9087 0.0 -0.3 0.7 -0.8721
H 0.6756 -3.1572 0.7083 -0.2 0.2 -0.2 0.2464
H -0.7309 -2.3323 1.1073 0.2 0.0 -0.2 0.3141
C -1.7938 -0.3678 -0.3863 -0.3 0.1 0.1 0.0339
C -2.5929 -1.5113 -0.3891 0.0 0.2 0.0 -0.2678
C -3.9412 -1.4477 -0.0971 -0.1 0.1 0.1 -0.8285
C -4.5106 -0.2183 0.2018 0.4 0.0 -0.1 0.4060
C -3.7455 0.9371 0.1981 0.0 0.0 0.0 -0.7383
C -2.3935 0.8607 -0.0979 -0.1 -0.4 0.0 0.4345
Cl -1.4581 2.2969 -0.0900 0.0 0.3 0.1 -0.1818
H -4.1929 1.8916 0.4225 0.0 0.1 0.0 0.4582
Cl -6.1888 -0.1212 0.5729 -0.2 0.0 0.0 -0.2016
H -4.5481 -2.3386 -0.1091 -0.1 -0.1 0.0 0.4331
H -2.1621 -2.4635 -0.6656 0.1 -0.1 0.0 0.5856
H 2.2939 3.9256 0.2407 0.0 0.1 0.0 0.4680
H 1.3691 2.5111 -0.2828 -0.1 0.0 -0.1 0.1368
H 1.6382 2.8043 1.4422 -0.1 0.0 0.1 0.3657


35
Properties=species:S:1:pos:R:3:forces:R:3:mulliken_charge:R:1 method="wB97M-V/def2-TZVPD" total_charge=+2 e_lumo_ev=-7.5020 total_energy_ev=-47982.3439 gap_ev=7.835
Pd -0.4284 -0.7800 -0.0784 -0.2 0.6 0.3 0.6770
C 2.3773 0.7041 -2.9560 0.0 0.0 0.0 -1.5021
C 1.2916 0.4668 -1.9655 0.1 0.1 0.1 0.6849
N 0.8419 -0.6789 -1.5983 -0.2 -0.4 -0.2 -0.0984
N 1.3470 -1.8683 -2.0659 -0.3 -0.1 0.2 -0.3393
C 0.7789 -3.0208 -1.6301 -0.1 0.1 -0.1 0.8226
N 1.2760 -4.1560 -2.0774 0.0 0.0 0.0 -0.3330
S -0.5762 -3.0234 -0.5696 0.6 0.2 0.0 -0.3646
C 0.5893 1.6113 -1.3297 -0.1 -0.2 -0.1 0.6627
C 0.8666 2.9231 -1.6476 0.0 0.0 -0.1 -0.4467
C 0.0389 3.9256 -1.1485 0.0 0.0 0.0 -0.4537
C -1.0564 3.5714 -0.3893 -0.1 0.0 0.0 -0.8069
C -1.2542 2.2321 -0.0783 0.1 0.0 -0.1 -0.3818
N -0.4291 1.2770 -0.4951 0.3 0.1 0.2 -0.2945
H 2.7263 -0.1863 -3.4715 0.0 0.0 0.0 0.3898
H 3.2357 1.1631 -2.4603 0.0 0.0 0.0 0.3893
H 2.0184 1.3958 -3.7188 0.0 0.0 0.0 0.3802
H 2.1098 -1.8535 -2.7253 0.1 0.0 0.0 0.1758
H 2.0297 -4.2093 -2.7466 0.0 0.0 0.0 0.2191
H 0.8767 -5.0262 -1.7578 0.0 0.0 0.0 0.2325
H 1.6972 3.1699 -2.2935 0.0 0.0 0.0 0.3953
H 0.2350 4.9622 -1.3873 0.0 0.0 0.0 0.4612
H -1.7574 4.3107 -0.0278 0.0 0.0 0.0 0.4216
H -2.1020 1.9184 0.5142 0.0 0.0 0.0 0.8334
Cl -1.8154 1.8005 4.7650 0.0 0.0 0.0 -0.1596
C -1.6346 0.3092 3.9392 0.0 0.1 0.0 -0.1273
C -1.7710 -0.9031 4.5957 0.0 0.0 0.0 -0.1524
C -1.5981 -2.0590 3.8552 0.0 0.0 0.0 -0.8059
C -1.3033 -1.9702 2.5102 -0.1 0.1 0.0 0.0796
N -1.1771 -0.7903 1.8735 -0.2 -0.4 -0.2 -0.1525
C -1.3427 0.3292 2.5886 0.1 0.0 -0.1 -0.4100
H -2.0027 -0.9317 5.6521 0.0 0.0 0.0 0.4708
H -1.6937 -3.0333 4.3133 0.0 0.0 0.0 0.4012
H -1.1675 -2.8582 1.9185 0.0 -0.1 0.0 0.2893
H -1.2265 1.2780 2.0931 0.1 -0.1 0.1 0.8423